{"formula": "C49H121N6O9", "method": "ωB97M-V with the def2-TZVPD basis set", "lumo_energy_ev": -9.04, "de_lowest_kj_mol": 0.0, "orbital_gap_ha": 0.3445, "e_homo_ha": -0.677, "mol_weight_g_mol": 938.54, "energy_ha": -2943.42691, "total_charge": 5, "species": ["H", "C", "H", "N", "H", "H", "O", "H", "H", "C", "H", "H", "C", "H", "C", "H", "H", "H", "H", "H", "N", "O", "H", "H", "H", "O", "H", "C", "H", "H", "H", "C", "H", "C", "C", "C", "C", "H", "H", "O", "H", "H", "H", "H", "H", "H", "O", "H", "C", "H", "H", "H", "H", "H", "C", "H", "H", "C", "N", "O", "H", "C", "H", "H", "C", "H", "H", "H", "H", "C", "H", "H", "H", "H", "H", "H", "H", "H", "H", "H", "C", "H", "H", "H", "H", "H", "N", "H", "H", "H", "N", "H", "C", "H", "H", "C", "H", "C", "H", "C", "C", "H", "C", "C", "H", "H", "H", "C", "C", "C", "H", "H", "C", "C", "C", "H", "H", "H", "H", "C", "H", "H", "H", "H", "C", "H", "C", "C", "O", "H", "H", "H", "H", "C", "H", "H", "H", "H", "H", "H", "H", "H", "H", "H", "H", "H", "H", "H", "H", "H", "C", "C", "H", "H", "H", "C", "H", "H", "C", "C", "O", "C", "H", "C", "H", "H", "H", "C", "H", "H", "H", "C", "C", "H", "C", "H", "N", "H", "O", "C", "H", "C", "C", "H", "H"], "positions_angstrom": [[6.97, 0.88, -3.30], [0.91, -3.42, -4.97], [-0.03, 4.92, -7.05], [-2.29, -4.18, 5.30], [-2.16, 2.44, -1.03], [0.11, 5.81, -4.40], [-3.12, 2.23, -2.86], [-9.50, 1.48, 5.22], [4.31, -1.66, 1.46], [-3.54, 2.18, 3.14], [-7.75, 1.23, 3.18], [0.19, -3.70, -5.74], [6.33, -1.48, -2.20], [1.93, -6.38, -3.04], [4.25, 3.76, -0.52], [1.71, -6.04, -4.82], [1.27, 2.30, -3.64], [-4.30, -5.12, 3.52], [2.06, 6.78, 1.78], [-0.76, 3.42, -7.49], [0.48, -3.88, -3.59], [6.35, -0.21, -1.61], [-0.28, -1.05, 2.83], [-5.27, 1.26, 5.03], [-2.59, -4.10, -3.56], [-0.88, -1.30, -0.20], [0.49, -1.32, -4.82], [0.08, -5.33, -3.60], [-5.35, -3.70, 3.67], [0.78, 4.09, 2.53], [-1.09, 4.06, -2.40], [-9.04, 2.45, 4.98], [4.58, 2.82, -0.07], [4.18, 3.73, -2.89], [-0.63, 2.48, -4.65], [-1.78, 4.26, -3.22], [2.49, 2.45, 1.45], [-0.50, -5.62, -2.72], [5.12, 4.39, -0.74], [0.03, 0.66, 0.41], [5.08, 3.14, -3.08], [1.31, -4.14, -1.65], [-2.61, -2.39, -3.91], [6.21, -1.35, -3.29], [-9.33, 3.26, 5.64], [0.46, 6.40, 2.53], [3.52, 3.44, -1.68], [1.07, 4.63, -0.69], [1.58, -3.67, -2.59], [2.77, 1.86, 0.57], [3.83, -0.17, -3.91], [3.08, 5.44, -0.07], [-5.10, -4.77, 5.03], [-1.89, 5.34, -3.29], [1.65, 4.65, 2.19], [-1.34, -4.39, 3.38], [-0.01, 2.31, -2.54], [-2.83, -5.12, 6.34], [2.19, 3.87, 1.00], [-7.63, 2.30, 4.94], [7.28, -2.02, -2.04], [0.30, 4.73, -4.35], [3.55, 3.53, -3.76], [1.09, -2.12, 2.61], [-1.71, 4.44, -5.72], [0.17, 3.56, 0.39], [1.56, 1.97, 1.75], [5.53, -0.73, 0.59], [2.44, 4.62, 2.94], [2.92, -0.37, -4.47], [-1.37, -0.57, 0.27], [-9.49, 2.73, 4.02], [6.60, -3.94, -0.49], [7.21, 1.67, -1.74], [-1.58, 1.96, -4.65], [2.52, -3.97, -3.03], [8.25, 0.38, -2.29], [-7.35, 3.18, 0.81], [2.15, 0.27, -4.02], [-1.93, 1.01, 2.39], [-3.14, 3.61, -3.14], [4.17, -1.90, -2.14], [-2.05, 5.45, -5.45], [3.16, 2.65, 3.51], [-3.91, 2.31, -0.94], [-0.70, -3.75, 6.54], [-5.04, 2.34, 3.24], [-3.41, -5.90, 5.84], [0.55, -5.00, 5.06], [1.64, -2.60, -2.39], [-0.97, 3.95, -4.49], [-0.47, -6.34, 5.59], [1.23, -6.28, -3.87], [0.88, 4.49, -5.24], [0.69, 6.04, 0.89], [1.14, 3.75, -0.05], [-7.53, 0.27, 4.63], [0.51, -1.59, 3.37], [-6.71, 4.40, 1.87], [-3.02, 1.94, -1.47], [3.85, -3.58, -0.15], [-0.64, -5.44, -4.42], [1.33, -1.96, -5.12], [-7.23, 1.21, 4.15], [-4.84, 2.95, 1.23], [4.49, 4.77, -2.91], [-7.68, 3.12, 2.53], [0.24, -0.46, -0.17], [-0.73, -3.04, -3.19], [4.64, -1.35, 0.47], [-3.18, 3.03, 2.57], [-3.16, 2.19, 4.16], [-0.99, 4.40, -7.06], [5.12, -2.31, -1.78], [6.22, -3.66, 1.62], [-3.41, -4.59, 7.09], [4.31, -5.00, -1.76], [-6.24, 3.93, 4.17], [-0.35, -1.45, 6.06], [-1.54, -4.99, 4.26], [5.60, -4.56, 1.71], [-0.91, -3.25, -2.13], [-2.26, -5.76, 4.00], [0.83, -7.28, -4.03], [-0.27, -5.66, 4.77], [0.17, 0.85, -3.44], [-0.86, -2.01, 5.26], [4.10, -4.97, -0.69], [0.04, -2.52, 4.31], [3.90, -0.73, -0.04], [-1.82, -3.63, -5.01], [-5.38, 0.39, 3.45], [1.49, -1.75, -6.18], [-5.20, 3.66, 4.02], [-4.71, 4.44, 3.43], [3.86, 1.34, 2.67], [-3.43, 0.90, 1.38], [7.21, -3.89, 2.02], [3.58, -3.66, 0.91], [-1.66, 4.90, -7.75], [3.10, -0.05, -5.50], [-2.93, 0.86, -1.35], [4.80, -5.61, -0.15], [3.01, -3.07, -0.61], [-2.97, -2.93, 3.75], [5.76, -2.96, 2.31], [0.07, -6.31, 3.96], [0.88, 4.55, -3.45], [-4.67, 3.46, 4.94], [-3.71, 4.17, -2.38], [-3.01, 0.95, 2.39], [3.42, 4.56, 0.47], [-2.02, -2.80, 6.94], [-2.63, 3.86, -5.79], [3.16, -5.52, -0.65], [-1.48, -3.15, 6.06], [5.40, -3.27, -2.22], [1.39, 2.90, -0.68], [6.28, -3.16, 0.19], [1.24, 6.07, 1.84], [2.51, -1.72, -4.41], [3.55, 2.37, 2.52], [-1.58, -1.36, 4.75], [-2.01, -3.29, -4.00], [1.13, -0.82, 3.84], [-0.15, 2.39, -5.62], [4.02, 4.87, 1.33], [0.25, 1.93, -3.54], [-0.35, -2.02, -3.20], [-3.31, 0.02, 2.88], [-3.70, 3.80, -4.05], [-5.63, 2.51, 1.82], [-3.43, -3.44, 4.58], [-3.75, -2.75, 5.36], [-6.90, 3.33, 1.79], [7.09, -2.44, 0.07], [4.98, -2.57, -0.31], [4.46, 2.94, 2.37], [1.34, -0.84, -0.62], [-4.60, -4.31, 4.18], [-5.71, 1.46, 1.52], [7.21, 0.71, -2.24], [-5.72, 1.25, 4.04], [-2.00, -5.60, 6.85], [1.78, -4.04, -5.20]]}